11
Properties=species:S:1:pos:R:3:mulliken_charge:R:1 method="wB97M-V/def2-TZVPD" homo_lumo_gap_ev=8.3 total_charge=-1 e_above_lowest_ev=0.503 e_homo_ev=-4.42
O 2.7200 -0.2752 0.7632 -0.7276
O 1.6291 -1.0205 -1.0686 -0.7443
O -2.3751 0.0715 0.9990 -0.6356
N -0.6097 0.1418 -0.4588 -0.0989
C -1.8573 -0.1195 -0.0980 0.0369
C 0.4958 0.4720 0.4224 -0.4789
C 1.7454 -0.3873 0.0006 0.5899
H -0.2974 -0.1622 -1.3715 0.2896
H 0.8513 1.4898 0.2632 0.1451
H 0.1730 0.3524 1.4503 0.3052
H -2.4750 -0.5628 -0.9019 0.3187

=====

11
Properties=species:S:1:pos:R:3:mulliken_charge:R:1 method="wB97M-V/def2-TZVPD" homo_lumo_gap_ev=7.9 total_charge=-1 e_above_lowest_ev=5.055 e_homo_ev=-4.34
O -1.8560 -1.3996 -1.2530 -0.7477
O 0.3084 -1.1909 -1.5979 -0.7136
O 0.8993 2.0475 0.2643 -0.6305
N -0.8281 0.5912 -0.8580 -0.4397
C 0.4001 -0.1357 1.2660 -0.8740
C -0.7953 -0.6823 -1.3168 0.6494
C 0.2218 0.9602 0.0606 0.7401
H 0.5184 0.7686 -1.0010 0.1184
H 0.3713 0.4837 2.1763 0.3217
H -0.5121 -0.7039 1.2793 0.3268
H 1.2723 -0.7387 0.9802 0.2491

=====

14
Properties=species:S:1:pos:R:3:mulliken_charge:R:1 method="wB97M-V/def2-TZVPD" homo_lumo_gap_ev="4.9 / 8.4" total_charge=-1 e_above_lowest_ev=0.430 multiplicity=3 e_homo_ev="-1.04 / -5.38"
O 1.5172 1.8741 0.5567 -0.3857
O 1.6329 -2.0192 0.3078 -0.4122
O -1.0401 -1.5336 0.3083 -0.8033
O -0.9601 0.6064 -0.1372 -0.8130
O -3.2666 0.4630 1.0467 -0.4298
O -3.1775 0.0602 -1.1702 -0.4535
N -0.3604 -0.5096 0.0552 0.9153
C 0.9596 -0.4951 0.1496 -0.2143
C 1.8063 0.7519 -0.2720 -0.1879
C -3.0241 0.2612 -0.0494 0.7471
H 2.7898 0.4100 -0.1108 0.2324
H 0.9290 -2.5408 -0.1543 0.3074
H 0.6092 1.8654 0.8644 0.3301
H 1.5848 0.8060 -1.3948 0.1676

=====

10
Properties=species:S:1:pos:R:3:mulliken_charge:R:1 method="wB97M-V/def2-TZVPD" homo_lumo_gap_ev=5.5 e_above_lowest_ev=5.838 e_homo_ev=-8.18
P 2.8205 -0.2446 -0.3122 0.0692
O 0.2102 0.6185 0.2226 -0.3355
N -1.9440 0.0794 -0.0260 -0.6100
C -0.2218 -1.7112 -0.2937 -0.3367
C 1.4889 0.8046 -0.0590 0.0557
C -0.6613 -0.5279 -0.0112 0.2876
H 0.9049 -1.8922 -0.1863 -0.0209
H 1.7207 1.9317 -0.1394 0.2954
H -2.5741 -0.1655 0.7675 0.2577
H -1.7441 1.1072 0.0377 0.3374

=====

9
Properties=species:S:1:pos:R:3:mulliken_charge:R:1 method="wB97M-V/def2-TZVPD" homo_lumo_gap_ev="6.4 / 6.5" e_above_lowest_ev=2.988 e_homo_ev="-8.31 / -8.44"
P 1.5028 -0.3972 2.2232 -0.0041
N 3.6538 0.3931 0.5328 -0.3668
C 2.7254 0.1929 1.2021 0.3238
C -0.2231 0.2911 0.5294 -0.7905
C 0.0301 -0.3004 -0.6266 -0.3514
H -0.1079 -1.3669 -0.8765 0.2345
H 0.1406 1.3924 0.6226 0.3700
H 0.5787 0.1177 -1.5206 0.2376
H -0.9008 -0.3211 1.2344 0.3468

=====

9
Properties=species:S:1:pos:R:3:mulliken_charge:R:1 method="wB97M-V/def2-TZVPD" homo_lumo_gap_ev=9.2 e_above_lowest_ev=3.856 e_homo_ev=-9.65
P 0.4816 -1.3141 0.4202 -0.0659
N -1.0132 0.3411 -0.9658 -0.4358
C -1.0085 -0.8629 -0.5257 -0.1030
C 0.0577 1.0978 -0.5316 -0.5637
C 0.8947 0.4159 0.2470 0.1043
H -1.8058 -1.5386 -0.7955 0.4155
H 2.4270 0.9151 1.3198 0.1943
H -0.1337 -1.1839 1.6645 0.0730
H 0.1001 2.1296 -0.8328 0.3813